No. 1
Entry from the Open Molecules 2025 dataset: a structure of composition C34H43BCdGeN7O2S2Se (wB97M-V/def2-TZVPD).

Output
total charge	-1
relative energy (zero: lowest compared OMol25 entry of this formula, charge and spin)	0.000	eV
HOMO energy	-4.53	eV
total energy	-199259.2041	eV

Element x y z (Å)
Cd 1.61609 -0.70535 0.77311
S 5.02859 -1.08434 0.85041
C 4.35548 -1.05262 -0.78868
C 4.84229 -0.07418 -1.64495
C 4.37588 0.05871 -2.94655
C 4.88910 1.08909 -3.79233
N 5.30055 1.92164 -4.47260
C 3.37258 -0.82079 -3.38670
C 2.89021 -1.80016 -2.54382
C 3.36574 -1.97143 -1.22697
S 2.66186 -3.19943 -0.22759
C 2.81708 -0.69316 -4.70417
N 2.36256 -0.59630 -5.75541
H 5.59187 0.61543 -1.28001
H 2.10408 -2.45896 -2.88821
N 1.04154 -6.51264 2.39653
C 0.91659 -5.14092 2.48157
C 1.78761 -4.38447 3.26574
C 1.64588 -3.01589 3.29091
N 0.69524 -2.35577 2.61887
C -0.15918 -3.09104 1.89859
C -0.09869 -4.46492 1.80705
H 1.96723 -6.87150 2.56683
H 0.60277 -6.93248 1.59275
H 2.59814 -4.85753 3.80323
H 2.35381 -2.39695 3.82933
H -0.90645 -2.54004 1.33208
H -0.79468 -4.99839 1.17677
C 1.55294 5.39263 -4.71296
C 0.06073 5.10242 -4.54381
C -0.51525 4.72273 -5.91468
C -0.62040 6.38371 -4.04314
C -0.19574 3.95912 -3.56148
C -1.51285 3.62839 -3.22703
C -1.83303 2.58197 -2.36661
C -0.77984 1.87002 -1.83844
O -0.79666 0.80191 -0.98347
B 0.55062 0.46177 -0.74152
O 1.36513 1.33142 -1.50283
C 0.52776 2.18550 -2.15633
C 0.85147 3.21697 -3.01092
H 1.68399 6.23016 -5.40059
H 2.08770 4.53779 -5.12651
H 2.01834 5.66083 -3.76358
H -0.34011 5.52355 -6.63638
H -1.58926 4.54527 -5.85580
H -0.04515 3.81279 -6.28844
H -0.39474 7.21597 -4.71339
H -0.26752 6.64179 -3.04394
H -1.70352 6.27516 -3.99862
H -2.32650 4.19614 -3.65979
H -2.85686 2.33160 -2.12598
H 1.88790 3.41370 -3.23970
C -3.80235 -4.65657 -0.01563
Ge -4.79232 -3.53615 1.24418
C -3.95598 -3.55528 3.01613
C -6.59858 -4.29171 1.44756
C -4.96701 -1.72946 0.50180
Se -3.30230 -0.86239 -0.06875
C -2.76096 -0.24579 1.68862
H -3.60814 -5.63780 0.41794
H -2.85687 -4.19259 -0.28945
H -4.38492 -4.79491 -0.92693
H -4.08813 -4.54212 3.46072
H -4.42507 -2.82016 3.66989
H -2.88870 -3.34681 2.97392
H -6.53887 -5.32548 1.78815
H -7.13449 -4.27746 0.49887
H -7.18005 -3.72778 2.17665
H -5.47667 -1.05999 1.19727
H -5.59177 -1.79474 -0.39150
H -2.51498 -1.08460 2.33683
H -3.56115 0.34625 2.13093
H -1.87088 0.36202 1.55462
N 3.74940 -0.52318 3.10083
C 3.56991 -0.68837 1.84881
H 4.73300 -0.62541 3.38375
C 1.78929 0.78338 5.96057
C 1.27808 1.33479 4.67663
C 1.19612 2.62364 4.18925
C 0.72357 2.48815 2.86813
N 0.51652 1.21307 2.57882
N 0.84000 0.53636 3.69164
C 0.49308 3.53991 1.83273
H 1.96937 1.58587 6.67299
H 2.72721 0.25452 5.78409
H 1.08034 0.08273 6.40392
H 1.46532 3.52983 4.70361
H 0.82731 -0.47607 3.64279
H 0.38050 4.52125 2.29244
H -0.40340 3.31925 1.25212
H 1.33163 3.58493 1.13518

Force components x, y, z for each atom (eV/Å):
0.3 -0.2 0.1
0.0 0.0 0.0
0.0 0.0 0.0
0.0 0.0 0.0
0.0 -0.1 0.1
0.0 0.1 -0.1
0.0 0.0 0.0
0.0 0.0 0.1
0.0 0.0 -0.1
0.0 0.0 0.0
-0.1 0.1 0.0
0.0 0.0 -0.1
0.0 0.0 0.0
0.0 0.0 0.0
0.0 0.0 0.0
0.0 -0.1 0.0
0.0 0.0 0.0
0.0 0.0 0.0
0.0 0.0 0.0
-0.1 0.1 0.0
0.0 0.0 0.0
0.0 0.1 0.0
0.0 0.0 0.0
0.0 0.0 0.0
0.0 0.0 0.0
0.0 0.0 0.0
0.0 0.0 0.0
-0.1 0.0 -0.1
0.0 0.0 0.0
0.0 0.0 0.0
0.0 0.0 0.0
0.0 0.0 0.0
0.0 0.0 0.0
0.0 0.0 0.0
0.0 0.0 0.0
0.0 0.0 -0.1
0.2 -0.1 0.2
-0.1 0.2 0.0
0.0 -0.1 0.0
-0.1 0.1 -0.1
0.0 0.0 0.0
0.0 0.0 0.0
0.0 0.0 0.0
0.0 0.0 0.0
0.0 0.0 0.0
0.0 0.0 0.0
0.0 0.0 0.0
0.0 0.0 0.0
0.0 0.0 0.0
0.0 0.0 0.0
0.0 0.0 0.0
0.0 0.0 0.0
0.0 0.0 0.0
0.0 0.0 0.0
0.0 -0.1 0.0
0.0 0.0 -0.1
0.1 0.0 0.0
0.0 0.0 0.0
-0.1 -0.1 0.0
0.0 -0.1 0.0
0.0 0.0 0.0
0.1 0.0 0.0
0.0 0.0 0.0
0.0 0.0 0.0
0.0 0.0 0.0
0.1 0.0 0.0
0.0 0.0 0.0
0.0 0.0 0.0
0.0 0.0 0.0
0.0 0.0 0.0
0.0 0.0 0.0
0.0 0.0 0.0
0.0 0.0 0.0
0.1 0.1 0.0
0.1 0.0 0.2
-0.1 0.0 0.0
0.0 0.0 0.0
0.0 0.0 0.0
0.0 0.0 0.0
0.0 -0.1 0.0
0.0 0.0 -0.1
-0.2 0.0 0.0
0.0 0.0 0.1
0.0 0.0 0.0
0.0 0.0 0.0
0.0 0.0 0.0
0.0 0.0 0.0
0.0 0.0 0.0
0.0 0.0 0.0
0.0 0.0 0.0
0.0 0.0 0.0
0.0 0.0 0.0

No. 2
Entry from the Open Molecules 2025 dataset: a cluster of 6 separate species, C12H36O6S6 in total in a non-equilibrium geometry (wB97M-V/def2-TZVPD).

Output
total charge	0
relative energy (zero: lowest compared OMol25 entry of this formula, charge and spin)	8.978	eV
HOMO energy	-8.12	eV
total energy	-90310.2461	eV

Element x y z (Å)
C 3.16365 -0.56882 5.35830
S 4.51965 -1.20182 4.24530
O 4.33265 -2.67382 4.06830
C 3.85565 -0.36382 2.72030
H 3.27465 0.32218 5.68130
H 3.39765 -1.09382 6.39330
H 2.21565 -0.55382 4.98630
H 3.76665 0.75318 2.78330
H 2.96765 -0.90282 2.38330
H 4.48865 -0.66382 2.03730
C -0.25135 -3.91082 2.52330
S 1.28865 -4.74782 2.99530
O 0.72565 -6.13882 3.34430
C 2.15165 -4.75282 1.47130
H 0.01165 -2.86882 2.33330
H -0.94635 -3.60982 3.29230
H -0.66535 -4.30682 1.52930
H 2.90165 -5.45782 1.69830
H 2.57065 -3.84582 1.17230
H 1.69365 -5.21282 0.72830
C -6.12835 -1.68982 2.91630
S -5.46235 -2.00982 1.23330
O -5.32035 -0.60782 0.64730
C -3.93735 -2.53582 1.74330
H -5.44635 -0.95082 3.50930
H -6.31435 -2.66682 3.46330
H -6.99335 -1.22682 2.78630
H -4.14035 -3.29582 2.26430
H -3.18635 -1.63282 2.06030
H -3.47435 -2.88582 0.75030
C 0.83865 -0.02682 0.34730
S -0.35335 0.65518 -0.75970
O 0.05165 0.12318 -2.11770
C -1.79435 -0.34882 -0.40970
H 1.70765 0.29518 0.29630
H 0.96165 -0.93782 0.40230
H 0.23565 0.25818 1.39730
H -2.45735 -0.05082 -1.11470
H -2.18435 -0.11182 0.47130
H -1.81535 -1.35682 -0.64270
C 0.52265 5.83018 -1.18470
S -0.05135 4.23218 -1.74970
O -0.71435 4.47018 -3.10570
C 1.50865 3.46518 -1.97470
H 1.31965 6.24318 -1.92970
H 1.02365 5.84618 -0.16870
H -0.45735 6.26318 -1.28470
H 2.15165 4.29018 -2.53170
H 1.31865 2.51118 -2.69170
H 2.00565 3.09518 -1.02670
C -0.39235 1.93218 -5.26470
S 0.60565 3.28418 -5.82770
O 1.96265 2.79518 -5.82870
C 0.20865 3.32518 -7.63370
H -0.39735 1.08518 -6.08070
H -1.46335 2.34118 -4.67270
H 0.08265 1.47418 -4.52270
H 0.86765 4.19418 -7.85270
H -0.90935 3.59418 -7.57570
H 0.55765 2.53018 -8.08170

Force components x, y, z for each atom (eV/Å):
3.1 -6.6 1.4
-1.5 0.7 0.1
-0.1 0.9 -0.1
-2.7 0.9 3.3
1.7 6.8 1.5
-1.2 0.2 -2.3
-2.7 -1.2 -1.1
0.0 -1.2 0.1
-0.6 0.4 0.7
3.8 -0.9 -3.7
0.5 1.4 -2.3
-2.9 -1.2 2.3
1.5 1.5 -0.9
1.0 0.0 2.5
0.7 0.3 -0.8
-0.4 -1.5 0.7
0.3 0.2 1.8
1.5 -0.6 0.4
0.6 1.6 -0.1
-2.9 -1.8 -3.5
4.4 -1.9 1.6
-2.3 3.4 0.0
0.0 -1.6 0.3
5.5 6.6 -5.8
-0.9 -1.6 -1.1
0.4 1.2 -0.5
-4.0 2.0 -0.7
-0.6 -6.0 4.9
-2.2 -2.3 0.0
-0.4 0.2 1.5
-10.5 5.9 4.1
0.6 -1.8 -2.2
-0.1 1.0 0.3
2.4 0.5 -1.1
7.8 4.3 -0.5
0.2 -9.6 -0.2
2.1 -0.5 -2.2
-2.2 1.7 -2.2
-1.7 0.8 3.9
1.2 -2.3 0.1
2.1 0.2 -0.8
-1.5 -0.4 -0.3
1.3 -0.2 1.6
1.9 -1.1 -2.6
-1.7 -0.5 1.0
-1.1 -0.2 -1.0
0.0 1.4 0.5
-0.9 -2.1 1.0
0.6 2.3 1.6
-0.7 0.7 -1.0
-4.8 0.7 -2.5
-2.1 1.1 -0.8
3.1 -1.0 0.5
-2.7 5.8 4.4
-0.8 1.7 1.3
2.9 -1.3 -2.4
2.4 -1.6 3.4
-0.9 -0.4 -0.4
1.7 -0.5 -1.0
1.2 -4.5 -2.4

No. 3
Entry from the Open Molecules 2025 dataset: a structure of composition C22H41BrNO4Pb in a non-equilibrium geometry (wB97M-V/def2-TZVPD).

Output
total charge	+1
HOMO energy	-9.32	eV
total energy	-108435.3752	eV

Element x y z (Å)
C 2.58677 -0.77190 4.69789
C 1.68564 -1.24277 3.58425
C 0.80129 -0.16784 3.01442
C -0.54950 -0.15162 3.63638
C -1.45920 -1.38753 3.41479
C -1.52914 -1.86205 2.00950
C -2.54573 -1.11531 1.20672
C -2.19324 0.32757 1.03762
C -2.91742 1.06244 -0.03824
C -2.33614 1.07353 -1.46045
C -1.18116 0.18009 -1.83040
C -0.72102 0.62876 -3.20977
C 0.69256 0.32970 -3.66284
C 1.63470 1.45018 -3.32724
C 1.94058 1.57521 -1.87287
O 1.25306 2.71484 -1.32417
C 1.37301 2.88512 -0.01778
O 2.30529 2.42906 0.65005
C 0.26497 3.66166 0.54764
C -0.31723 2.94430 1.73780
N 1.25068 -0.89368 -3.12236
C 0.58468 -2.11975 -3.49342
C 1.02433 -3.30195 -2.63946
C 1.78726 -2.94824 -1.41861
Br -0.50340 -4.37419 -2.16856
C 0.61254 0.20440 -5.17044
O 1.53795 0.70052 -5.90937
O -0.33256 -0.43619 -5.64994
H 2.38129 0.23880 4.97531
H 2.48576 -1.37833 5.56844
H 3.60323 -0.81865 4.39783
H 2.30045 -1.58369 2.79629
H 1.12557 -2.09405 3.90130
H 1.25352 0.76789 3.22852
H 0.74342 -0.22497 1.95283
H -0.31720 -0.08705 4.70779
H -1.03256 0.77560 3.35673
H -2.49465 -1.20109 3.77005
H -1.07879 -2.15174 4.04934
H -1.79071 -2.89064 2.00662
H -0.57474 -1.79972 1.55217
H -3.47869 -1.12661 1.72607
H -2.73142 -1.59246 0.27738
H -1.14086 0.45700 0.96720
H -2.48283 0.80463 1.95563
H -3.93081 0.75086 -0.05793
H -2.94750 2.07671 0.27757
H -3.11962 0.77901 -2.11457
H -2.10095 2.07976 -1.72419
H -1.54355 -0.82147 -1.90158
H -0.34503 0.24752 -1.17523
H -1.40546 0.27645 -3.94849
H -0.79633 1.69058 -3.18845
H 1.21689 2.35307 -3.68973
H 2.54463 1.32506 -3.85651
H 1.68545 0.70118 -1.31775
H 2.97919 1.73024 -1.73746
H 0.60221 4.63353 0.82012
H -0.48385 3.77360 -0.19906
H 0.05740 3.34412 2.64860
H -0.05410 1.91223 1.71933
H -1.37645 3.03785 1.74022
H 2.22316 -0.94557 -3.37818
H -0.46036 -1.99242 -3.40488
H 0.73736 -2.39228 -4.51073
H 1.65364 -3.91235 -3.23040
H 2.74160 -2.58112 -1.69551
H 1.88203 -3.79125 -0.77752
H 1.29840 -2.14739 -0.91392
Pb -2.57828 0.38282 5.20560

Force components x, y, z for each atom (eV/Å):
-0.3 -0.1 0.2
0.2 0.1 0.0
0.4 -0.3 0.1
-0.9 -0.3 0.6
1.3 0.9 0.5
-1.1 -0.2 -0.3
0.1 0.2 -0.1
-0.4 -0.1 0.1
0.7 0.2 -0.5
-0.2 -0.5 0.6
0.1 0.4 -0.6
-0.3 -0.2 0.5
0.6 -0.4 2.5
0.0 -0.2 0.4
0.2 0.8 0.1
-0.7 -0.5 -0.3
2.5 -0.7 0.9
-1.6 0.3 -1.0
-0.5 0.0 0.1
0.2 0.2 0.1
-0.6 0.3 -1.1
0.1 -0.2 0.9
0.0 0.3 -0.1
-0.5 0.3 0.2
-0.5 -0.3 0.1
1.0 -0.3 -7.1
-0.7 -0.2 2.9
-0.3 -0.2 1.4
-0.1 0.8 0.3
0.0 -0.4 0.8
1.0 0.0 -0.2
0.7 -0.6 -1.0
-0.6 -0.7 0.2
0.5 1.0 0.0
-0.2 -0.1 -0.9
0.2 0.0 0.6
-0.3 0.6 -0.5
-0.5 -0.4 -0.4
0.2 -0.8 0.6
-0.2 -1.1 0.1
1.1 0.1 -0.4
-1.0 -0.3 0.4
0.0 -0.5 -1.0
1.0 0.1 -0.3
-0.1 0.5 0.8
-1.1 -0.5 0.0
-0.2 1.1 0.2
-0.9 0.0 -0.8
0.3 0.8 -0.1
0.0 -1.0 0.3
0.6 -0.1 0.9
-0.5 -0.2 -0.4
0.0 1.0 -0.3
-0.3 1.0 -0.4
0.8 -0.3 -0.6
-0.3 -0.6 0.5
1.1 0.2 0.2
0.4 0.9 0.2
-0.6 0.2 -0.7
0.4 0.4 0.9
0.1 -0.7 0.0
-1.0 0.1 0.1
0.5 0.1 0.1
-1.1 0.3 0.2
0.3 0.0 -1.2
0.4 -1.0 -0.7
1.2 0.3 -0.2
0.3 -0.7 0.6
-0.5 0.6 0.7
-0.4 0.5 0.5

No. 4
Entry from the Open Molecules 2025 dataset: an isolated molecule of CHN3O2S in a non-equilibrium geometry (wB97M-V/def2-TZVPD).

Output
total charge	0
relative energy (zero: lowest compared OMol25 entry of this formula, charge and spin)	3.993	eV
HOMO energy	-9.44	eV
total energy	-20449.0814	eV

Element x y z (Å)
C -0.17594 -0.15464 -0.37280
N -2.98877 0.54311 -0.51872
N -0.77136 1.14842 -0.21039
N -2.04677 1.28514 -0.22614
O -0.77908 -1.06021 -0.94797
O -4.40473 -0.60796 1.13815
S -4.32044 -0.20105 -0.26140
H 0.65410 -0.13831 0.26893

Force components x, y, z for each atom (eV/Å):
-5.0 -0.9 -1.4
-1.1 -1.6 -1.5
-1.5 0.4 0.2
2.6 1.1 0.3
2.1 1.4 1.1
-0.7 -0.1 -0.6
1.7 0.5 1.4
2.0 -0.8 0.3